P | Entry from the Open Molecules 2025 dataset: a structure of composition C24H64F12HfO24P2S8 (wB97M-V/def2-TZVPD).

- Net charge: +2
- Highest occupied orbital energy: -0.56404 Ha

Each line ends with the Mulliken charge.
Element x y z (Å)
Hf1 29.43 12.11 13.91  3.254
P1 30.26 12.25 17.07  1.453
F1 30.30 10.92 18.05  -0.403
F2 30.91 11.39 15.83  -0.421
F3 28.87 11.73 16.34  -0.398
F4 30.12 13.34 15.87  -0.464
F5 29.33 13.17 18.00  -0.329
F6 31.71 12.79 17.61  -0.389
P2 29.02 8.21 14.85  1.704
F7 29.28 9.85 14.55  -0.574
F8 28.45 8.72 16.29  -0.364
F9 27.47 8.27 14.32  -0.269
F10 28.68 6.67 15.21  -0.373
F11 29.44 7.92 13.31  -0.356
F12 30.46 8.04 15.49  -0.302
O1 31.23 10.59 13.33  -0.592
S1 32.55 9.98 13.01  0.886
O2 33.28 10.35 11.79  -0.804
O3 33.48 10.15 14.37  0.039
C1 34.92 9.85 14.28  0.281
C2 35.52 9.96 15.67  -1.350
C3 32.39 8.10 13.04  -1.263
H1 35.38 10.50 13.55  -0.221
H2 35.14 8.83 13.97  0.352
H3 36.59 9.75 15.62  0.427
H4 35.06 9.22 16.33  0.387
H5 35.40 10.99 16.01  0.225
H6 31.58 7.87 12.35  0.329
H7 32.15 7.68 14.02  0.289
H8 33.39 7.76 12.77  0.589
O4 27.82 16.27 13.05  -0.765
S2 29.28 15.96 13.10  0.588
O5 29.72 14.59 13.48  -0.856
O6 29.89 16.37 11.64  0.625
C4 29.46 17.56 10.96  -0.104
C5 30.43 17.93 9.90  -1.302
C6 30.15 17.20 14.21  -1.218
H9 29.36 18.33 11.73  0.331
H10 28.47 17.38 10.54  0.217
H11 30.57 17.06 9.26  0.215
H12 31.37 18.06 10.44  0.315
H13 30.12 18.84 9.39  0.485
H14 29.62 18.12 13.98  0.511
H15 31.20 17.12 13.92  0.305
H16 29.87 17.05 15.25  0.328
O7 30.41 12.56 11.69  0.303
S3 30.93 13.26 10.51  0.539
O8 30.01 14.10 9.69  -0.689
O9 32.21 14.26 11.05  0.277
C7 32.75 15.14 10.07  0.166
C8 34.25 15.28 10.15  -1.306
C9 31.96 12.19 9.49  -0.341
H17 32.30 16.13 10.12  -0.364
H18 32.50 14.97 9.02  0.515
H19 34.63 16.03 9.45  0.484
H20 34.68 14.35 9.77  0.278
H21 34.55 15.37 11.19  0.214
H22 32.38 12.81 8.71  0.571
H23 31.28 11.41 9.13  -0.155
H24 32.80 11.84 10.08  -0.185
O10 25.57 13.94 12.27  -0.709
S4 26.63 13.28 11.46  0.791
O11 27.91 13.03 12.18  -0.005
O12 26.19 11.82 10.84  0.507
C10 24.89 11.63 10.35  -0.531
C11 24.98 11.07 8.85  -0.999
C12 26.99 14.16 9.86  -0.636
H25 24.56 10.84 11.03  0.192
H26 24.22 12.49 10.38  0.610
H27 25.98 10.66 8.70  -0.015
H28 24.81 11.83 8.09  0.366
H29 24.16 10.35 8.80  0.423
H30 27.73 13.69 9.22  0.025
H31 27.33 15.16 10.15  0.117
H32 26.06 14.18 9.29  0.481
O13 29.91 8.91 10.73  -0.672
S5 28.76 9.74 10.94  0.440
O14 28.78 10.58 12.13  -0.422
O15 28.52 10.65 9.65  0.443
C13 28.72 9.98 8.36  -0.691
C14 28.82 11.14 7.33  -0.978
C15 27.19 8.64 10.87  -0.771
H33 27.88 9.33 8.08  0.469
H34 29.61 9.35 8.32  0.555
H35 28.70 10.70 6.34  0.480
H36 29.83 11.55 7.45  0.258
H37 28.10 11.93 7.49  0.147
H38 26.28 9.20 11.09  -0.104
H39 27.19 7.89 11.66  0.424
H40 26.95 8.28 9.87  0.412
O16 25.20 9.58 13.41  -0.815
S6 25.73 10.54 14.39  0.739
O17 27.07 11.11 14.25  -0.633
O18 24.84 11.93 14.37  0.580
C16 23.47 11.92 14.57  -0.488
C17 22.70 11.67 13.27  -1.190
C18 25.45 10.03 16.15  -0.968
H41 23.27 12.89 15.02  0.379
H42 23.02 11.18 15.22  0.364
H43 23.10 12.38 12.54  0.168
H44 21.61 11.60 13.33  0.508
H45 22.95 10.69 12.86  0.260
H46 24.44 9.62 16.20  0.577
H47 25.57 10.84 16.87  -0.051
H48 26.06 9.16 16.42  0.344
O19 28.05 15.28 16.49  -0.752
S7 27.12 14.37 15.80  0.915
O20 27.68 13.48 14.76  -0.485
O21 26.52 13.35 16.95  0.413
C19 25.99 13.92 18.13  -0.583
C20 26.14 12.93 19.30  -1.254
C21 25.59 15.33 15.26  -0.691
H49 24.93 14.12 18.00  0.344
H50 26.28 14.94 18.35  0.541
H51 27.19 12.82 19.58  0.248
H52 25.66 11.99 19.03  0.268
H53 25.73 13.29 20.24  0.435
H54 25.87 16.12 14.56  0.267
H55 25.11 15.78 16.13  0.516
H56 24.94 14.61 14.76  -0.129
O22 33.03 15.17 13.59  -0.754
S8 32.97 13.76 13.99  0.429
O23 31.72 12.98 13.96  0.029
O24 34.07 12.94 13.03  0.658
C22 35.48 13.31 12.95  -0.651
C23 36.00 12.69 11.63  -1.019
C24 33.69 13.56 15.73  -1.287
H57 36.03 12.96 13.83  0.416
H58 35.64 14.39 13.02  0.618
H59 36.93 13.09 11.23  0.455
H60 35.27 12.69 10.82  -0.110
H61 36.21 11.62 11.63  0.291
H62 33.24 14.34 16.36  0.457
H63 34.76 13.75 15.66  0.567
H64 33.46 12.56 16.08  0.139

---

Q | Entry from the Open Molecules 2025 dataset: a structure of composition C24H64F12HfO24P2S8 (wB97M-V/def2-TZVPD).

- Net charge: +2
- Highest occupied orbital energy: -0.54293 Ha

Each line ends with the Mulliken charge.
Element x y z (Å)
Hf1 13.37 -16.07 5.54  3.459
P1 11.78 -15.98 2.67  1.458
F1 10.88 -17.09 1.91  -0.373
F2 11.29 -16.42 4.19  -0.416
F3 12.86 -17.03 3.06  -0.352
F4 12.69 -14.98 3.54  -0.507
F5 12.50 -15.55 1.25  -0.353
F6 10.71 -14.79 2.54  -0.353
P2 12.16 -19.91 5.14  1.619
F7 12.50 -18.30 5.25  -0.481
F8 12.34 -19.73 3.50  -0.290
F9 13.73 -20.26 5.39  -0.247
F10 11.80 -21.45 4.98  -0.376
F11 11.86 -19.92 6.72  -0.304
F12 10.62 -19.49 4.93  -0.336
O1 11.44 -16.78 6.88  -0.428
S1 10.33 -16.98 7.86  0.600
O2 10.24 -16.22 9.07  -0.646
O3 8.98 -16.52 7.03  0.242
C1 7.71 -16.63 7.64  -0.448
C2 6.67 -15.78 6.81  -1.343
C3 9.90 -18.83 8.22  -1.343
H1 7.85 -16.25 8.65  0.448
H2 7.38 -17.66 7.72  0.361
H3 6.58 -16.02 5.75  0.405
H4 6.83 -14.71 6.77  0.205
H5 5.71 -15.91 7.30  0.409
H6 9.67 -19.24 7.24  0.492
H7 9.16 -18.98 9.00  0.538
H8 10.74 -19.41 8.59  0.295
O4 16.43 -12.89 4.48  -0.638
S2 15.17 -12.68 5.18  0.411
O5 14.23 -13.79 5.41  -0.692
O6 15.40 -12.10 6.67  0.634
C4 16.30 -10.99 6.73  -0.544
C5 17.62 -11.49 7.22  -1.288
C6 14.35 -11.16 4.41  -1.242
H9 15.99 -10.21 7.42  0.401
H10 16.43 -10.42 5.82  0.378
H11 17.88 -12.31 6.54  0.299
H12 17.69 -11.97 8.19  0.276
H13 18.35 -10.69 7.16  0.471
H14 15.03 -10.32 4.29  0.471
H15 13.50 -10.85 5.03  0.266
H16 14.02 -11.61 3.48  0.475
O7 13.40 -15.12 7.75  -0.313
S3 13.84 -14.35 8.90  0.604
O8 15.28 -14.39 9.14  -0.602
O9 13.38 -12.74 8.60  0.231
C7 13.93 -11.60 9.31  -0.380
C8 13.24 -10.35 8.76  -1.012
C9 12.76 -14.69 10.48  -0.951
H17 15.02 -11.68 9.22  0.251
H18 13.68 -11.69 10.37  0.423
H19 13.85 -9.53 9.12  0.479
H20 12.16 -10.41 8.93  0.300
H21 13.30 -10.31 7.67  0.045
H22 11.71 -14.48 10.29  -0.058
H23 13.16 -14.06 11.27  0.621
H24 12.87 -15.72 10.82  0.371
O10 18.06 -15.71 5.17  -0.651
S4 17.23 -16.09 6.26  0.683
O11 15.80 -15.96 6.15  -0.029
O12 17.52 -17.70 6.76  0.245
C10 18.87 -18.08 6.84  -0.423
C11 18.96 -19.61 7.13  -1.350
C12 17.93 -15.21 7.77  -0.192
H25 19.42 -17.86 5.93  0.340
H26 19.31 -17.56 7.69  0.372
H27 20.01 -19.75 7.40  0.481
H28 18.65 -20.15 6.23  0.277
H29 18.44 -19.99 8.00  0.311
H30 17.62 -15.72 8.68  -0.165
H31 17.44 -14.24 7.76  -0.516
H32 18.99 -15.27 7.54  0.700
O13 13.30 -18.36 9.60  -0.779
S5 14.30 -18.25 8.54  0.950
O14 14.04 -17.66 7.23  -0.142
O15 15.61 -17.31 9.13  0.000
C13 16.26 -17.78 10.26  -0.445
C14 16.36 -16.71 11.35  -1.012
C15 15.20 -19.89 8.35  -0.735
H33 17.21 -18.22 9.94  0.141
H34 15.82 -18.67 10.71  0.588
H35 15.53 -16.00 11.26  0.012
H36 17.30 -16.18 11.18  0.340
H37 16.34 -17.15 12.34  0.422
H38 16.18 -19.81 7.87  -0.137
H39 14.63 -20.44 7.60  0.344
H40 15.24 -20.46 9.28  0.546
O16 16.38 -19.94 5.06  -0.674
S6 15.88 -19.06 4.02  0.645
O17 14.96 -17.98 4.46  -0.434
O18 17.17 -18.41 3.17  0.729
C16 18.36 -19.24 2.98  -0.016
C17 19.12 -18.43 1.91  -1.452
C18 15.11 -20.07 2.59  -1.163
H41 18.15 -20.30 2.80  0.522
H42 18.97 -19.29 3.89  -0.056
H43 20.02 -19.04 1.78  0.504
H44 19.46 -17.42 2.14  0.333
H45 18.54 -18.44 0.99  0.291
H46 14.41 -20.80 2.98  0.379
H47 15.89 -20.61 2.04  0.519
H48 14.54 -19.46 1.89  0.177
O19 14.99 -13.91 1.81  -0.750
S7 15.57 -15.09 2.38  0.541
O20 15.11 -15.47 3.69  -0.186
O21 15.27 -16.41 1.39  0.433
C19 15.36 -16.30 -0.01  -0.402
C20 14.83 -17.52 -0.73  -1.265
C21 17.46 -15.03 2.27  -0.703
H49 16.36 -16.06 -0.37  0.362
H50 14.80 -15.42 -0.34  0.382
H51 15.18 -17.52 -1.77  0.415
H52 13.77 -17.75 -0.75  0.346
H53 15.19 -18.44 -0.26  0.230
H54 17.83 -16.03 2.47  -0.388
H55 17.94 -14.60 3.14  0.401
H56 17.87 -14.63 1.35  0.573
O22 11.71 -11.97 6.36  -0.668
S8 10.99 -13.25 6.22  0.461
O23 11.64 -14.45 5.73  -0.340
O24 10.45 -13.58 7.73  0.448
C22 9.90 -12.56 8.53  -0.260
C23 8.67 -13.15 9.21  -1.168
C24 9.34 -12.99 5.30  -1.075
H57 9.58 -11.82 7.80  0.681
H58 10.59 -12.13 9.25  -0.173
H59 8.23 -12.37 9.84  0.468
H60 8.88 -14.00 9.85  0.227
H61 7.94 -13.56 8.51  0.165
H62 9.59 -12.93 4.24  0.490
H63 8.87 -12.02 5.46  0.455
H64 8.57 -13.73 5.48  0.196

---

Q: What are the energies relative to the best structure? A: P 0.000; Q 1.133, in eV.